15
Properties=species:S:1:pos:R:3:forces:R:3 method="wB97M-V/def2-TZVPD" total_charge=0 multiplicity=1 homo_ev=-8.541 smiles="C=CN1C[C@@H](S)C1=S"
C 1.552061 0.264441 0.396987 1.61 1.91 1.54
C 0.453471 -0.620082 0.100070 -4.70 -3.80 -0.91
C -1.770767 0.600335 -0.569687 -1.06 -5.77 1.10
C -2.468270 -0.660985 -0.126110 -0.15 3.06 0.52
C 0.571487 1.419636 -0.296312 3.25 1.70 2.85
H 3.485725 -1.443271 0.270315 -0.37 2.04 -1.12
H 1.554951 0.375523 1.598335 0.84 0.35 -2.95
H 0.701504 -1.520387 -0.582229 -0.74 1.59 0.67
H -0.328810 -1.043477 0.911876 2.88 0.87 -0.92
H -1.948035 1.478729 -1.184188 -1.43 -0.09 0.47
H -3.761100 -0.721046 -0.028405 4.42 0.23 -0.48
H -1.776422 -1.512321 0.523021 -2.68 2.65 -2.35
N -0.381947 0.500671 -0.499881 1.30 -1.55 0.28
S 3.310909 -0.192260 -0.465544 -2.18 -1.11 2.41
S 0.805237 3.074498 -0.048254 -0.98 -2.10 -1.11

15
Properties=species:S:1:pos:R:3:forces:R:3 method="wB97M-V/def2-TZVPD" total_charge=0 multiplicity=1 homo_ev=-8.650
C 0.788012 -1.111194 -0.155129 2.39 0.57 -0.65
C -0.261599 -1.189550 0.827020 1.46 0.75 3.76
C -0.079161 0.385142 1.315910 0.15 0.57 -0.50
C -0.202327 0.833507 -1.149708 1.79 0.49 0.93
C -0.268076 -0.777415 -1.162712 1.81 0.62 -3.59
H 0.019141 -1.722239 1.758876 -0.91 -0.14 -0.44
H -0.649412 0.309328 2.261472 -0.11 1.09 -0.60
H 1.027138 0.570753 1.547576 -1.58 -0.46 -0.27
H -0.558081 2.361796 0.266581 0.09 -3.00 0.55
H 0.857188 1.325642 -1.432874 -1.77 -1.96 0.63
H -0.832652 1.271064 -1.881278 -1.12 0.18 -0.56
H 0.060937 -1.307607 -2.192343 -1.55 1.48 1.95
N -0.633703 1.273947 0.220079 0.46 0.61 -0.09
S 2.587866 -0.834157 -0.095894 -4.80 -1.23 -0.37
S -1.855266 -1.389019 -0.127577 3.69 0.43 -0.75

15
Properties=species:S:1:pos:R:3:forces:R:3 method="wB97M-V/def2-TZVPD" total_charge=0 multiplicity=1 homo_ev=-8.335 smiles="CS[C@@H]1C=CC=NS1"
C -1.471740 1.869134 0.968909 -2.29 4.04 0.54
C -0.334686 -0.205881 0.372207 -3.40 -3.05 -1.01
C 1.544597 -0.748162 -1.689807 -2.44 -0.51 2.26
C 1.553111 -1.498692 -0.367488 1.15 -1.16 -1.36
C 0.609268 -1.397914 0.567469 -0.51 1.32 1.10
H -2.381891 1.172200 1.215160 1.99 0.90 -0.72
H -1.409417 2.221825 -0.197459 -1.20 -0.46 3.15
H -1.737514 2.824558 1.836217 1.23 -2.53 -3.05
H -1.419522 -0.296609 0.771682 2.01 -1.11 0.02
H 2.460413 -0.646487 -2.196973 1.01 -0.21 -0.87
H 2.346068 -2.303270 -0.417995 -0.86 1.02 0.72
H 0.578469 -1.834490 1.629477 0.20 0.15 -2.06
N 0.486596 -0.289943 -2.239605 -0.17 0.86 -0.44
S 0.171508 1.211827 1.144246 0.64 1.68 1.46
S -0.995260 -0.078095 -1.396039 2.64 -0.95 0.28

Number 1: LUMO -0.4193 eV. Number 2: LUMO -0.5020 eV. Number 3: LUMO 0.3413 eV.